The following is a DFT calculation (wB97M-V/def2-TZVPD) of C2H4N4O as an isolated structure.

Output
Relative energy (zero: lowest compared OMol25 entry of this formula, charge and spin), kcal per mole: 129.5
Spin multiplicity: 1
Charge: 0
Highest occupied orbital energy, eV: -8.92
Molecular weight, g mol⁻¹: 100.08
Total energy, eV: -10141.518
E_LUMO, eV: -0.5

Each line ends with the natural charge from an NBO analysis.
CARTESIAN COORDINATES (ANGSTROEM)
C (0.331, -0.391, 1.248)  0.209
C (-0.094, 1.669, 0.633)  0.680
H (-1.033, -2.193, -1.090)  0.400
H (0.544, -1.494, -2.129)  0.413
H (1.195, -1.089, 1.732)  0.252
H (-0.782, 1.061, -1.301)  0.417
N (0.024, -1.705, -0.972)  -0.703
N (-0.166, -0.458, 0.039)  -0.081
N (0.345, 0.900, 1.729)  -0.512
N (-0.182, 0.794, -0.366)  -0.433
O (-0.183, 2.903, 0.477)  -0.641